[1]
85
Properties=species:S:1:pos:R:3 method="wB97M-V/def2-TZVPD" energy_ha=-5691.274431 lumo_energy_ev=-1.767 charge=0
C 0.73 -0.31 -0.45
C 1.11 0.51 -1.22
C 1.49 1.68 -2.08
O 0.21 2.29 -2.33
C 0.09 3.27 -1.37
O -0.70 4.12 -1.48
O 1.04 3.12 -0.39
C 2.19 2.72 -1.13
C 2.97 3.83 -1.80
Br 3.52 1.69 -0.12
H 0.62 -0.84 0.46
H 2.04 1.39 -2.96
H 2.24 4.51 -2.26
H 3.67 3.46 -2.54
H 3.49 4.41 -1.04
C 6.11 0.47 -4.78
C 6.55 -0.48 -5.62
C 6.01 -1.88 -5.57
O 6.43 -2.69 -6.37
C 5.01 -2.20 -4.56
C 4.58 -1.25 -3.72
C 5.10 0.16 -3.79
O 4.65 0.98 -3.01
O 3.67 -1.49 -2.78
O 7.48 -0.25 -6.54
H 6.49 1.48 -4.81
H 4.64 -3.21 -4.52
H 3.52 -0.65 -2.30
H 7.61 -1.10 -7.01
C 13.62 0.33 -7.49
C 13.31 1.04 -6.40
C 11.93 1.01 -5.81
O 11.71 1.66 -4.81
C 10.92 0.20 -6.47
C 11.23 -0.51 -7.56
C 12.61 -0.50 -8.14
O 12.84 -1.18 -9.12
O 10.33 -1.26 -8.20
O 14.19 1.82 -5.78
H 14.61 0.35 -7.93
H 9.92 0.19 -6.05
H 10.81 -1.67 -8.94
H 13.72 2.21 -5.03
C -4.23 0.80 2.86
C -3.69 -0.07 2.00
C -3.10 0.39 0.70
O -2.60 -0.45 -0.03
C -3.15 1.81 0.37
C -3.70 2.67 1.23
C -4.27 2.22 2.55
O -4.74 3.05 3.30
O -3.78 3.98 0.98
O -3.64 -1.37 2.25
H -4.66 0.49 3.81
H -2.74 2.12 -0.58
H -4.21 4.37 1.76
H -3.19 -1.77 1.47
C -8.04 1.20 8.09
C -7.49 0.33 7.23
C -6.90 0.79 5.93
O -6.40 -0.04 5.19
C -6.96 2.21 5.61
C -7.51 3.07 6.46
C -8.08 2.62 7.78
O -8.55 3.46 8.52
O -7.59 4.38 6.21
O -7.44 -0.97 7.48
H -8.47 0.89 9.04
H -6.55 2.51 4.66
H -8.03 4.77 6.98
H -6.99 -1.39 6.71
C -7.81 -3.88 3.91
C -8.44 -4.85 3.24
C -9.09 -6.00 3.96
O -9.67 -6.85 3.30
C -8.99 -6.05 5.41
C -8.35 -5.08 6.07
C -7.73 -3.92 5.36
O -7.17 -3.06 6.01
O -8.23 -5.08 7.40
O -8.54 -4.86 1.92
H -7.34 -3.05 3.40
H -9.44 -6.89 5.92
H -7.73 -4.28 7.63
H -9.05 -5.67 1.69

***

[2]
76
Properties=species:S:1:pos:R:3 method="wB97M-V/def2-TZVPD" energy_ha=-3101.276188 lumo_energy_ev=-0.716 charge=0 relative_energy_kcal_mol=0.00
Sn 0.13 0.21 0.42
C 4.35 -1.17 0.52
C 4.15 0.06 -0.33
C 5.05 0.31 -1.36
C 4.94 1.44 -2.15
C 3.93 2.35 -1.90
C 3.01 2.14 -0.88
C 1.95 3.17 -0.63
C 3.11 0.98 -0.10
N 2.12 0.71 0.91
C 2.54 0.50 2.18
O 3.62 0.76 2.66
C 1.50 -0.17 3.04
C 1.56 -0.37 4.40
C 0.49 -0.99 5.02
C -0.63 -1.39 4.29
C -0.62 -1.16 2.93
N 0.45 -0.60 2.37
C -1.73 -1.52 1.96
O -2.68 -2.17 2.35
N -1.51 -1.11 0.67
C -2.18 -1.86 -0.39
C -1.94 -3.24 -0.48
C -1.15 -4.02 0.53
C -2.48 -3.93 -1.56
C -3.25 -3.28 -2.52
C -3.50 -1.93 -2.39
C -2.98 -1.20 -1.32
C -3.34 0.25 -1.22
H 5.05 -1.85 0.03
H 4.76 -0.90 1.49
H 3.42 -1.70 0.69
H 5.85 -0.40 -1.54
H 5.65 1.62 -2.95
H 3.85 3.25 -2.50
H 2.30 4.16 -0.94
H 1.06 2.95 -1.22
H 1.66 3.22 0.42
H 2.44 -0.04 4.95
H 0.51 -1.16 6.09
H -1.49 -1.86 4.74
H -0.25 -3.49 0.85
H -1.76 -4.20 1.42
H -0.85 -4.98 0.12
H -2.30 -4.99 -1.64
H -3.66 -3.84 -3.35
H -4.12 -1.42 -3.12
H -4.30 0.44 -1.69
H -3.40 0.58 -0.18
H -2.60 0.88 -1.72
F 0.93 -4.69 -4.30
C 0.85 -3.55 -3.62
C 0.31 -2.42 -4.22
F -0.13 -2.48 -5.47
C 0.22 -1.23 -3.52
F -0.32 -0.17 -4.11
C 0.66 -1.14 -2.20
O 0.59 0.02 -1.53
C 1.20 -2.29 -1.64
F 1.58 -2.21 -0.35
C 1.30 -3.48 -2.32
F 1.80 -4.56 -1.72
Cl -4.71 7.04 1.86
C -3.66 5.68 1.58
C -3.40 5.28 0.28
C -2.57 4.20 0.06
C -2.00 3.53 1.15
C -2.26 3.95 2.45
C -3.10 5.03 2.67
C -1.15 2.35 0.91
O -0.94 1.92 -0.26
O -0.61 1.72 1.86
H -3.86 5.81 -0.55
H -2.35 3.86 -0.94
H -1.81 3.43 3.27
H -3.31 5.37 3.67